This record from OMol25 describes a gas-phase ion, C4H7N2OS (charge +1) in a non-equilibrium geometry. The level of theory is ωB97M-V/def2-TZVPD.

## Properties
Net charge   +1
Molar mass   131.18 g/mol
HOMO energy   -13.39 eV
HOMO-LUMO gap   9.13 eV
E_LUMO   -4.3 eV
SMILES   CC1=[NH+][C@@]2(CO2)SN1

XYZ file:
```
15
Properties=species:S:1:pos:R:3:forces:R:3
C -1.9496 0.8050 1.1252 2.106 -4.782 -0.831
C -0.8544 0.5597 0.1752 1.990 -1.545 -0.039
N -0.1138 -0.5968 0.1046 0.179 1.471 -1.381
C 0.9822 -0.5564 -0.8014 1.619 1.139 2.182
C 2.1376 -1.5172 -0.5272 -1.564 2.553 -0.651
O 2.4290 -0.3629 0.1932 -2.123 -0.811 -0.264
S 0.7312 0.8738 -1.7712 0.977 -0.229 -1.511
N -0.4352 1.4690 -0.6915 -0.904 -1.437 1.054
H -1.6173 1.5694 1.6906 1.064 2.003 3.114
H -2.1848 -0.2158 1.5043 -0.219 1.335 0.628
H -2.7005 1.2117 0.6132 -3.550 1.228 -2.137
H 0.0979 -1.3416 0.7383 -1.227 -0.062 1.253
H 1.8095 -2.4527 -0.1356 -0.092 -0.692 1.020
H 2.7856 -1.6275 -1.3197 1.375 -0.686 -1.899
H -1.1173 2.1824 -0.8980 0.369 0.516 -0.538
```
Positions in Å, forces in eV/Å.


This record from OMol25 describes 3 unconnected molecules or ions with the total composition C23H45NO6 in a non-equilibrium geometry. The level of theory is ωB97M-V/def2-TZVPD.

## Properties
Molar mass   431.61 g/mol
HOMO energy   -8.07 eV
HOMO-LUMO gap   8.79 eV
E_LUMO   0.7 eV
SMILES   COCCCCCOC(=O)OCCCCn1cccc1.CCOCC.CCOCC

XYZ file:
```
75
Properties=species:S:1:pos:R:3:forces:R:3
C 4.2813 -4.9225 3.0726 0.681 -0.131 0.162
O 3.0537 -4.5676 2.4367 0.935 0.005 -0.631
C 3.2467 -3.5448 1.4606 -0.933 0.699 -0.508
C 2.1951 -3.6033 0.2782 0.906 0.053 0.215
C 2.7606 -2.6464 -0.8735 -0.784 0.021 0.522
C 1.6882 -1.5434 -1.2334 0.153 -0.135 0.824
C 1.6552 -0.4734 -0.0351 1.295 -0.914 -1.138
O 0.3042 -0.1377 0.3465 -0.180 -0.457 1.333
C 0.2726 0.7751 1.3866 0.871 2.149 -0.380
O 0.5879 1.9158 1.1565 -0.075 -0.715 0.318
O -0.0744 0.4552 2.6702 -0.641 -1.386 -1.656
C -0.8215 -0.7949 2.7415 -0.019 -1.180 -0.534
C -2.2141 -0.6588 2.0392 -0.630 0.370 0.680
C -3.1494 -1.9223 2.1815 0.493 0.470 0.442
C -2.4508 -3.3072 1.9069 -0.990 -0.058 0.748
N -2.9126 -4.0054 0.6880 0.866 -0.782 -0.286
C -3.8423 -3.6610 -0.2857 0.021 -1.957 -1.365
C -3.9090 -4.7544 -1.2380 1.344 0.084 1.866
C -2.9348 -5.7874 -0.7894 -0.553 2.807 1.502
C -2.3425 -5.2390 0.4136 -1.153 -1.691 -2.762
H 5.1424 -4.9780 2.3402 -0.926 0.097 0.578
H 4.1864 -5.9382 3.5264 -0.165 0.890 -0.270
H 4.5658 -4.1777 3.8647 -0.274 -0.601 -0.579
H 3.1056 -2.5407 1.9602 0.466 -0.763 -0.394
H 4.2664 -3.5721 0.9788 -0.823 -0.203 0.710
H 2.1053 -4.6684 -0.0521 0.061 0.900 0.136
H 1.1727 -3.2630 0.6066 1.014 -0.299 -0.221
H 3.6764 -2.1266 -0.4712 -0.762 -0.437 -0.527
H 3.0753 -3.2271 -1.7798 -0.369 0.507 0.827
H 0.6716 -2.0111 -1.3006 0.866 0.380 -0.110
H 1.9697 -1.0999 -2.2199 -0.489 0.025 0.897
H 2.2454 0.4116 -0.3897 -0.774 -0.428 0.621
H 2.1734 -0.9230 0.8563 -0.471 0.447 -0.748
H -0.1760 -1.5706 2.2477 -0.720 0.597 0.392
H -0.9220 -1.1205 3.8130 0.070 0.795 -0.937
H -2.1626 -0.3497 0.9643 0.431 -0.386 0.864
H -2.7449 0.1865 2.5711 0.522 -0.761 -0.597
H -3.5308 -1.9380 3.2409 0.377 -0.052 -1.005
H -4.0509 -1.7285 1.5426 0.885 -0.483 0.539
H -2.7299 -3.9782 2.7714 0.347 0.607 -0.883
H -1.3331 -3.2752 1.9015 -0.971 0.242 -0.176
H -4.4068 -2.7065 -0.2800 0.637 -1.000 0.091
H -4.5580 -4.8533 -2.1302 0.532 0.372 0.878
H -2.7116 -6.7672 -1.2595 -0.192 1.011 0.486
H -1.5527 -5.7933 0.9688 -0.825 1.189 -0.012
C -0.3532 4.7129 1.3458 0.003 0.299 0.090
C -1.6613 4.2976 0.6991 0.115 0.034 -0.001
O -2.8115 4.6471 1.4580 -0.169 -0.131 0.039
C -2.9986 6.0296 1.7104 -0.013 0.029 0.000
C -3.1403 6.8671 0.4515 0.070 -0.027 -0.151
H -0.2634 4.2747 2.3413 0.032 -0.071 -0.103
H 0.4905 4.3809 0.7403 -0.071 -0.045 0.070
H -0.2793 5.7971 1.4578 -0.019 0.014 -0.099
H -1.6772 3.2105 0.6019 -0.136 0.053 0.097
H -1.7435 4.6993 -0.3179 0.039 0.069 0.012
H -2.1951 6.4104 2.3493 0.059 0.056 -0.067
H -3.9191 6.1122 2.2938 0.055 -0.190 -0.025
H -2.2407 6.8305 -0.1657 0.010 0.072 0.058
H -3.3259 7.9121 0.7087 -0.012 -0.054 0.011
H -3.9702 6.5032 -0.1588 0.007 0.028 0.065
C 3.5592 2.8512 -4.4250 0.009 0.048 0.141
C 2.3828 2.0485 -4.9524 0.021 0.053 0.001
O 1.7365 1.2660 -3.9601 0.036 -0.241 -0.021
C 1.1806 1.9775 -2.8630 -0.034 0.027 0.046
C 0.1212 2.9857 -3.2690 -0.025 0.076 -0.110
H 4.2955 2.1905 -3.9616 -0.020 0.008 -0.064
H 4.0409 3.3976 -5.2385 -0.021 -0.049 0.021
H 3.2521 3.5777 -3.6708 -0.006 0.049 -0.076
H 2.7427 1.3476 -5.7084 -0.110 -0.106 0.123
H 1.6567 2.6971 -5.4549 0.037 0.069 0.042
H 1.9757 2.4524 -2.2784 -0.015 0.108 -0.013
H 0.7315 1.2258 -2.2091 0.047 -0.046 -0.147
H 0.5274 3.7659 -3.9157 0.009 0.035 0.091
H -0.3004 3.4702 -2.3857 0.023 -0.061 -0.012
H -0.6848 2.4934 -3.8182 0.026 -0.007 0.071
```
Positions in Å, forces in eV/Å.


This record from OMol25 describes a molecular structure, C2H4EuO2 in a non-equilibrium geometry. The level of theory is ωB97M-V/def2-TZVPD.

## Properties
Net charge   +2
Molar mass   212.02 g/mol
HOMO energy (spin up / spin down)   -17.80 / -17.81 eV
HOMO-LUMO gap (spin up / spin down)   8.07 / 8.30 eV
<S²>   15.7592
E_LUMO (spin up / spin down)   -9.7 / -9.5 eV
Multiplicity   8

XYZ file:
```
9
Properties=species:S:1:pos:R:3:forces:R:3
C -0.4517 0.4240 -0.1688 -1.448 0.269 -2.416
C -1.5388 -0.2119 -0.5922 -0.268 1.153 1.378
O 0.6111 -0.3987 0.2826 0.710 -2.194 0.328
H -0.0815 1.4144 -0.4223 -0.158 -0.217 0.188
H -2.2965 0.3834 -1.1013 0.115 -0.176 0.195
H -1.8414 -1.1796 -0.1880 0.327 -0.145 -0.673
Eu 3.0854 0.5069 2.2869 -0.342 -0.023 -0.815
O 1.8675 0.2780 0.2259 0.744 -0.001 0.948
H 0.6459 -1.2166 -0.3229 0.318 1.333 0.868
```
Positions in Å, forces in eV/Å.